[1]
This record from the Open Molecules 2025 dataset describes C4H8N2 as an isolated structure in a non-equilibrium geometry. The level of theory is ωB97M-V/def2-TZVPD.

Each line ends with the natural charge from an NBO analysis.
Element x y z (Å)
C (-0.4608, 0.3614, 1.6297)  0.5529
C (-0.2578, 0.5011, -0.3337)  0.7164
C (-0.2052, 0.8123, -1.7039)  -0.7864
C (0.8682, -1.6750, 0.4444)  -0.4666
N (-0.8407, 1.2777, 0.8166)  -0.4741
N (0.1409, -0.4658, 0.4730)  -0.2876
H (-0.5036, 0.1699, 2.7004)  0.3212
H (0.2818, 0.0345, -2.2979)  0.3289
H (0.2912, 1.7837, -1.9004)  0.3654
H (-1.2065, 1.0390, -2.1199)  0.3615
H (1.9274, -1.5006, 0.6832)  0.2827
H (0.8072, -2.1492, -0.5364)  0.2865
H (0.4824, -2.3634, 1.1990)  0.2841
H (-1.3245, 2.1743, 0.9459)  0.5151

Computed properties:
**Net charge**: +2
**ΔE to the lowest compared entry with this formula, charge and spin**: 178.8 kJ/mol
**HOMO-LUMO gap**: 0.3297 Ha
**E_LUMO**: -12.39 eV
**Calculated total energy**: -7235.681 eV
**HOMO energy**: -21.360 eV
**Maximum force**: 3.768 eV/A

[2]
This record from the Open Molecules 2025 dataset describes an isolated ion of composition C4H8N2 and charge +2 in a non-equilibrium geometry. The level of theory is ωB97M-V/def2-TZVPD.

Each line ends with the natural charge from an NBO analysis.
Element x y z (Å)
C (0.3686, -0.4191, 0.0383)  0.3691
C (2.6155, 0.7064, -0.0624)  0.1799
C (-0.7017, 0.6259, 0.0348)  0.3328
C (-2.1139, 0.3640, -0.0937)  -0.7706
N (1.6324, 0.0166, -0.0772)  -0.2557
N (0.0590, -1.7072, 0.1035)  -0.6778
H (3.3948, 0.8063, 0.6628)  0.2821
H (2.6632, 1.2740, -0.9734)  0.2495
H (-0.3264, 1.5967, 0.5292)  0.2913
H (-2.7520, 0.9088, 0.6094)  0.3828
H (-2.3667, -0.7604, -0.3022)  0.3018
H (-2.3275, 1.0276, -0.9615)  0.4011
H (-0.8333, -2.0270, 0.5778)  0.4611
H (0.6879, -2.4126, -0.0855)  0.4527

Computed properties:
**Net charge**: +2
**ΔE to the lowest compared entry with this formula, charge and spin**: 253.8 kJ/mol
**HOMO-LUMO gap (alpha / beta)**: 0.2515 / 0.2542 Ha
**E_LUMO (alpha / beta)**: -12.91 / -12.89 eV
**Calculated total energy**: -7234.903 eV
**HOMO energy (alpha / beta)**: -19.753 / -19.803 eV
**Maximum force**: 7.277 eV/A

[3]
This record from the Open Molecules 2025 dataset describes C4H8N2O as an isolated structure in a non-equilibrium geometry. The level of theory is ωB97M-V/def2-TZVPD.

Each line ends with the natural charge from an NBO analysis.
Element x y z (Å)
C (0.5799, -0.9683, 1.5854)  -0.3968
N (-0.1564, 0.0107, 0.8528)  -0.5714
C (-0.1264, -0.1230, -0.5820)  -0.1565
C (-0.7231, 1.0806, -1.3032)  -0.0587
O (-2.1229, 1.1511, -1.1724)  -0.7024
C (1.3288, -0.4407, -0.9233)  0.2356
N (2.1903, -0.9410, -0.2838)  -0.4445
H (0.6600, -0.6671, 2.6297)  0.2069
H (0.0885, -1.9444, 1.4689)  0.1912
H (1.9582, -1.1668, 1.0223)  0.2627
H (0.0849, 0.9599, 1.1292)  0.3694
H (-0.6864, -1.0200, -0.8753)  0.2337
H (-0.5066, 0.9870, -2.3696)  0.2009
H (-0.2331, 2.0027, -0.9462)  0.1584
H (-2.3358, 1.0794, -0.2325)  0.4715

Computed properties:
**ΔE to the lowest compared entry with this formula, charge and spin**: 397.4 kJ/mol
**HOMO-LUMO gap**: 0.3486 Ha
**E_LUMO**: 0.63 eV
**Calculated total energy**: -9302.275 eV
**HOMO energy**: -8.854 eV
**Maximum force**: 3.297 eV/A

[4]
This record from the Open Molecules 2025 dataset describes a single C4H8N2O molecule. The level of theory is ωB97M-V/def2-TZVPD.

Each line ends with the natural charge from an NBO analysis.
Element x y z (Å)
C (1.1322, 1.1566, 0.0251)  -0.6203
C (0.2890, -0.1084, 0.0291)  0.2769
N (1.1273, -1.2596, 0.1243)  -0.8299
C (-0.7832, -0.2026, -1.0817)  -0.5127
C (-1.8089, -0.0962, 0.0473)  0.6856
O (-3.0049, -0.0642, 0.1196)  -0.5911
N (-0.8365, -0.0466, 0.9874)  -0.6497
H (1.8342, 1.1152, -0.8025)  0.2255
H (1.6917, 1.2394, 0.9546)  0.2062
H (0.4974, 2.0317, -0.0813)  0.2182
H (0.5863, -2.1144, 0.1737)  0.3667
H (1.7489, -1.2117, 0.9223)  0.3615
H (-0.7971, -1.1467, -1.6178)  0.2309
H (-0.7998, 0.6232, -1.7859)  0.2306
H (-0.8765, 0.0845, 1.9860)  0.4017

Computed properties:
**ΔE to the lowest compared entry with this formula, charge and spin**: 84.2 kJ/mol
**HOMO-LUMO gap**: 0.3769 Ha
**E_LUMO**: 0.81 eV
**Calculated total energy**: -9305.520 eV
**Structure (SMILES)**: C[C@]1(N)CC(=O)N1
**HOMO energy**: -9.447 eV
**Maximum force**: 0.437 eV/A

[5]
This record from the Open Molecules 2025 dataset describes C4H8N2O as an isolated structure in a non-equilibrium geometry. The level of theory is ωB97M-V/def2-TZVPD.

Each line ends with the natural charge from an NBO analysis.
Element x y z (Å)
C (-0.1725, 1.2542, 0.6874)  -0.5141
C (-1.2811, -0.0721, 0.4872)  0.7166
N (-1.5625, -0.3317, -0.8366)  -0.8589
N (1.5372, -0.4415, -1.1389)  -0.8229
C (1.4219, -0.6785, 0.2073)  0.0015
C (0.6400, 0.0711, 1.0527)  -0.3300
O (-2.0070, -0.4589, 1.3746)  -0.6218
H (-1.1423, 0.2429, -1.5504)  0.3708
H (-2.5202, -0.5910, -1.0237)  0.4048
H (0.9414, 0.2793, -1.5277)  0.3755
H (1.9801, -1.1524, -1.6981)  0.3992
H (-0.5209, 1.8315, 1.5366)  0.2445
H (0.0189, 1.7367, -0.2666)  0.1946
H (1.9710, -1.5268, 0.5916)  0.2025
H (0.6959, -0.1627, 2.1046)  0.2377

Computed properties:
**ΔE to the lowest compared entry with this formula, charge and spin**: 266.5 kJ/mol
**HOMO-LUMO gap**: 0.2941 Ha
**E_LUMO**: 0.73 eV
**Calculated total energy**: -9303.631 eV
**HOMO energy**: -7.275 eV
**Maximum force**: 4.534 eV/A

[6]
This record from the Open Molecules 2025 dataset describes a 2-piece molecular cluster, C4H8N2O overall in a non-equilibrium geometry. The level of theory is ωB97M-V/def2-TZVPD.

Each line ends with the natural charge from an NBO analysis.
Element x y z (Å)
C (2.4308, 0.1207, 0.1164)  -0.6539
C (0.9607, 0.1207, -0.0910)  0.1057
C (-0.0740, -0.0101, 0.7723)  -0.0894
N (-1.2587, 0.1233, 0.0883)  -0.4747
C (-0.9505, 0.1417, -1.1721)  0.2003
N (0.3928, 0.2433, -1.3411)  -0.5141
H (2.8699, 0.6049, 0.9827)  0.2406
H (2.7223, -0.9365, 0.0734)  0.2275
H (3.0096, 0.4843, -0.7400)  0.2221
H (0.0555, -0.0811, 1.8392)  0.2144
H (-1.6056, -0.0533, -2.0070)  0.2094
H (0.9095, 0.0807, -2.1874)  0.4162
O (-3.5005, -0.4293, 1.0289)  -1.0175
H (-2.5944, -0.0526, 0.6582)  0.4713
H (-3.3673, -0.3567, 1.9792)  0.4421

Computed properties:
**ΔE to the lowest compared entry with this formula, charge and spin**: 131.2 kJ/mol
**HOMO-LUMO gap**: 0.3562 Ha
**E_LUMO**: 0.58 eV
**Calculated total energy**: -9305.033 eV
**Structure (SMILES)**: Cc1cnc[nH]1.O
**HOMO energy**: -9.109 eV
**Maximum force**: 2.037 eV/A

Among the records above, which one has the highest maximum force?
number 2

Which formula does entry 5 have?
C4H8N2O

Which value of maximum force does entry 5 give?
4.534 eV/A

What is the maximum force in the first record?
3.768 eV/A